Entry from the OMol25 dataset: a 2-piece molecular cluster, C7H17Br2N2 overall at a distorted geometry (the ωB97M-V functional and the def2-TZVPD basis).

Positions of all 28 atoms, in Å:
C1 1.48 -0.87 -0.89
C2 1.66 0.08 1.45
C3 -1.65 -1.05 -0.58
C4 -0.20 -2.16 1.25
C5 0.84 -0.02 0.23
C6 -0.54 -0.81 0.53
C7 0.50 1.39 -0.31
N1 0.41 1.77 -1.60
N2 0.49 2.34 0.65
Br1 -1.69 0.32 1.83
Br2 -3.12 1.99 -2.23
H1 0.87 -0.85 -1.78
H2 1.57 -1.93 -0.56
H3 2.51 -0.47 -1.20
H4 2.42 -0.79 1.44
H5 0.99 0.13 2.45
H6 2.30 0.96 1.52
H7 -2.66 -1.33 -0.18
H8 -1.16 -1.72 -1.30
H9 -1.81 -0.12 -1.13
H10 -0.34 -2.99 0.66
H11 0.78 -2.10 1.63
H12 -0.89 -2.27 2.04
H13 0.42 1.27 -2.48
H14 0.10 2.69 -1.85
H15 0.61 2.09 1.66
H16 0.24 3.33 0.45
H17 -4.12 1.12 -1.72

orbital gap: 0.368 Eh
maximum force: 3.83 eV Å⁻¹
ΔE to the lowest compared entry with this formula, charge and spin: 0.4 kcal/mol
charge: +1
LUMO: -3.34 eV
calculated total energy: -150593.3172 eV
HOMO level: -13.3 eV